(1)
{"formula": "C6H14N2O2", "method": "ωB97M-V/def2-TZVPD", "elements": ["C", "C", "C", "O", "N", "H", "H", "H", "H", "H", "H", "H", "C", "C", "C", "O", "N", "H", "H", "H", "H", "H", "H", "H"], "coordinates": [[2.22410, 2.20083, -0.01201], [2.11309, -1.23802, -1.61529], [1.82049, 0.99399, -0.84435], [0.73006, 1.03815, -1.41337], [2.64866, -0.06886, -0.93286], [3.21348, 2.58621, -0.25312], [3.55185, -0.05343, -0.49392], [2.05780, -1.08720, -2.69550], [1.44880, 2.93644, -0.20223], [2.18873, 2.08278, 1.07753], [2.81304, -2.07497, -1.59692], [1.12749, -1.47846, -1.22703], [-3.08995, 0.36296, -0.59581], [-1.17856, -1.37120, 2.24581], [-2.27988, -0.68270, 1.44262], [-3.45568, -0.94238, 1.77205], [-2.00942, -0.17409, 0.24927], [-1.04492, 0.08752, 0.04176], [-3.22302, 1.41366, -0.34573], [-2.74498, 0.29739, -1.62446], [-1.65310, -2.12520, 2.88196], [-3.99861, -0.20978, -0.43188], [-0.45061, -1.86035, 1.61257], [-0.80887, -0.63329, 2.96091]], "e_above_lowest_kcal_mol": 20.5, "orbital_gap_ev": [9.13, 4.41], "multiplicity": 2, "s_squared": 0.75, "charge": 1, "energy_ev": -13515.8718, "largest_force_ev_per_a": 3.6}

(2)
{"formula": "C20H43FNO11S3", "method": "ωB97M-V/def2-TZVPD", "elements": ["C", "C", "C", "C", "C", "F", "C", "C", "O", "C", "C", "C", "C", "N", "O", "H", "H", "H", "H", "H", "H", "H", "H", "H", "H", "H", "H", "H", "H", "H", "H", "H", "H", "H", "O", "S", "O", "O", "C", "C", "C", "H", "H", "H", "H", "H", "H", "H", "H", "O", "S", "O", "O", "C", "C", "C", "H", "H", "H", "H", "H", "H", "H", "H", "O", "S", "O", "O", "C", "C", "C", "H", "H", "H", "H", "H", "H", "H", "H"], "coordinates": [[-1.27183, -2.85619, -1.21692], [-0.97554, -2.05614, -2.48672], [-0.52514, -3.02922, -3.58915], [0.17277, -1.07610, -2.20310], [-0.22615, 0.33400, -1.75032], [0.48264, 0.56579, -0.52701], [0.25184, 1.43491, -2.73931], [1.34725, 2.28806, -2.14592], [1.26794, 3.48630, -2.04734], [-1.70226, 0.52878, -1.38143], [-2.77480, -0.28743, -2.14621], [-3.81836, -0.90675, -1.17350], [-3.52684, 0.66274, -3.10267], [-2.17252, -1.34137, -2.99201], [-3.03266, -2.07631, -3.58228], [-2.18296, -3.44744, -1.30348], [-0.45311, -3.56022, -1.06767], [-1.32769, -2.23945, -0.31918], [0.51611, -3.29789, -3.40723], [-1.11874, -3.94073, -3.56055], [-0.62551, -2.56985, -4.57137], [0.78346, -1.50487, -1.40842], [0.80834, -1.01881, -3.08611], [0.68208, 0.97398, -3.63068], [-0.57219, 2.08438, -3.02405], [2.26487, 1.77086, -1.81982], [-1.78646, 0.37953, -0.30593], [-1.91663, 1.58450, -1.54648], [-4.82029, -0.55001, -1.40144], [-3.81513, -1.99151, -1.22313], [-3.59324, -0.63537, -0.14607], [-2.90149, 0.88296, -3.97174], [-4.42963, 0.18497, -3.47923], [-3.79453, 1.58809, -2.59600], [-2.07883, 0.84679, 2.13176], [-1.35018, 1.62550, 3.09096], [-0.53105, 0.95486, 4.05304], [-2.36208, 2.59694, 3.82836], [-3.54475, 2.01240, 4.42729], [-3.24800, 1.26792, 5.71183], [-0.39604, 2.85003, 2.26716], [-4.03534, 1.37330, 3.69183], [-4.19580, 2.86276, 4.61767], [-2.63463, 0.38632, 5.53262], [-4.18414, 0.94653, 6.16881], [-2.71482, 1.90969, 6.41291], [-1.02787, 3.36724, 1.55040], [0.41285, 2.32683, 1.75900], [0.00485, 3.53524, 3.00905], [6.26456, 3.33691, -4.38751], [6.35925, 2.87222, -3.03720], [5.35968, 1.98406, -2.52558], [6.51165, 4.12380, -2.07295], [5.52289, 5.17878, -2.18369], [4.19005, 4.78174, -1.58967], [7.94726, 2.17243, -2.75125], [5.42889, 5.46697, -3.23167], [5.95907, 6.01820, -1.64590], [3.73023, 3.97476, -2.15109], [3.50410, 5.62816, -1.60510], [4.31329, 4.44538, -0.55977], [8.70559, 2.85612, -3.12171], [7.97709, 1.23282, -3.29848], [8.06171, 1.99276, -1.68582], [-0.58643, -4.26583, 1.46926], [-0.20249, -3.78874, 2.76624], [0.98303, -4.31070, 3.37287], [-1.43222, -3.96860, 3.75857], [-2.04548, -5.27496, 3.83542], [-1.21245, -6.27289, 4.61248], [-0.12182, -2.03173, 2.78693], [-2.25996, -5.62672, 2.82510], [-2.99543, -5.09722, 4.33561], [-0.27752, -6.49739, 4.10207], [-1.77206, -7.20167, 4.72829], [-0.96852, -5.88170, 5.60009], [-1.02715, -1.61670, 2.35038], [0.74898, -1.76065, 2.19191], [0.00639, -1.69616, 3.81196]], "orbital_gap_ev": [8.68, 9.94], "multiplicity": 2, "s_squared": 0.75, "charge": 0, "energy_ev": -80670.0952, "largest_force_ev_per_a": 0.9}